Entry 1:
Computed, not measured: the ion C4H8N2O5S with charge -2 at a distorted geometry, with wB97M-V/def2-TZVPD.

Its HOMO-LUMO gap is 7.01 eV. The HOMO energy is -1.20 eV. The energy relative to the best compared isomer or geometry (same formula, charge and spin) is 1.796 eV. As for the total charge: -2.

CARTESIAN COORDINATES (ANGSTROEM)
C  -3.8235  -0.2145  -0.3272
C  1.6538  -1.7923  0.3599
C  -2.6606  0.8721  -0.1763
C  0.8463  0.4031  -0.6908
N  -0.3722  0.8875  -0.0769
N  1.9304  -0.3978  0.4245
O  -4.1508  -0.9466  0.6818
O  3.9978  1.3187  0.0258
O  -4.4547  -0.0577  -1.3813
O  4.3891  -1.1136  -0.0536
O  -1.5277  0.0513  -0.2540
S  3.4958  0.0430  -0.4776
H  1.9945  -2.3502  -0.5490
H  1.9451  -2.2777  1.3258
H  0.5585  -1.8892  0.2776
H  -2.6353  1.3988  0.7376
H  -2.8019  1.5180  -1.0500
H  1.4648  1.2126  -1.1338
H  0.6496  -0.3386  -1.4229
H  -0.1227  0.7736  0.9372

Forces on atoms 1 to 6 (eV/Å):
C -1.547 0.769 2.677
C -1.152 -1.176 0.162
C -0.991 -2.322 -1.386
C 1.981 -0.970 1.938
N 1.095 0.173 1.763
N -1.138 3.479 -2.606



Entry 2:
Computed, not measured: the ion C4H8N2OP with charge +1 at a distorted geometry, with wB97M-V/def2-TZVPD.

Its HOMO-LUMO gap is 9.09 eV. As for the SMILES: C[N@H+]1C[C@H]1/C=N\P=O. The HOMO energy is -13.73 eV. The energy relative to the best compared isomer or geometry (same formula, charge and spin) is 1.746 eV. As for the total charge: +1.

CARTESIAN COORDINATES (ANGSTROEM)
C  -0.4656  -0.4258  -1.5445
N  -0.7818  0.6928  -0.6446
C  -1.2095  0.4729  0.7052
C  0.1772  1.0017  0.5105
C  1.4944  0.4088  0.5917
N  1.7878  -0.7371  0.9749
P  1.1316  -1.8830  1.9880
O  0.7508  -2.8874  0.9815
H  -0.0007  0.0982  -2.4149
H  0.5027  -0.8354  -1.0623
H  -1.3807  -1.0373  -1.9006
H  -1.1163  1.5436  -1.0993
H  -1.3500  -0.6003  1.0260
H  -1.9589  1.1387  1.2221
H  0.1687  2.0701  0.5944
H  2.2504  0.9793  0.0719

Forces on atoms 1 to 6 (eV/Å):
C 1.785 0.066 -1.121
N -0.078 0.596 -0.459
C -0.509 -1.155 3.003
C -2.622 1.285 0.051
C 1.021 -0.558 -1.304
N 0.438 0.700 1.347



Entry 3:
Computed, not measured: an isolated molecule of C4H8N2OS at a distorted geometry, with wB97M-V/def2-TZVPD.

Its HOMO-LUMO gap is 9.02 eV. The HOMO energy is -8.26 eV. The energy relative to the best compared isomer or geometry (same formula, charge and spin) is 3.956 eV.

CARTESIAN COORDINATES (ANGSTROEM)
C  -1.0538  -0.3887  0.8734
C  -1.8937  -0.6286  -0.3019
C  0.7165  -0.0677  -0.2420
C  1.2615  1.2955  0.0647
N  -1.2217  -0.3799  2.0860
N  0.1144  -0.2641  -1.4984
O  -1.0768  -1.0136  -1.4100
S  1.7160  -1.4556  0.3483
H  -2.5725  -1.4637  -0.1439
H  -2.4674  0.2769  -0.5489
H  2.2176  1.4585  -0.4427
H  1.4244  1.4043  1.1360
H  0.5611  2.0677  -0.2639
H  -0.4316  -0.2345  2.7014
H  -0.0902  0.6262  -1.9575
H  2.7963  -1.2327  -0.4005

Forces on atoms 1 to 6 (eV/Å):
C 3.524 0.607 -1.640
C -0.368 0.189 -0.411
C -2.504 -1.060 2.092
C -0.038 0.069 -0.291
N -0.826 -0.203 0.528
N 0.275 0.606 -0.380



Entry 4:
Computed, not measured: an isolated molecule of C4H8N2OS at a distorted geometry, with wB97M-V/def2-TZVPD.

Its HOMO-LUMO gap is 7.95 eV. As for the SMILES: CN/C(C=S)=N\OC. The HOMO energy is -8.53 eV. The energy relative to the best compared isomer or geometry (same formula, charge and spin) is 3.044 eV.

CARTESIAN COORDINATES (ANGSTROEM)
C  0.0361  1.9669  0.0633
N  1.1065  1.0773  -0.2068
C  0.9856  -0.2535  -0.2110
C  2.2074  -1.0898  0.0315
S  3.7045  -0.5685  -0.1050
N  -0.0544  -1.0135  -0.1099
O  -1.2572  -0.3829  -0.4184
C  -2.2371  -1.2230  0.0502
H  -0.4161  1.8289  1.0549
H  -0.7370  1.7415  -0.6785
H  0.3690  2.9915  -0.0529
H  2.0907  1.3985  -0.1521
H  1.8136  -2.0629  0.2915
H  -2.2019  -2.2228  -0.4591
H  -3.1885  -0.7781  -0.2286
H  -2.2211  -1.4094  1.1309

Forces on atoms 1 to 6 (eV/Å):
C -1.220 0.344 -0.435
N 2.002 0.148 -0.576
C 0.577 -0.634 1.625
C -1.504 0.650 -0.443
S 0.574 -0.059 0.092
N 0.206 -0.059 -0.883



Entry 5:
Computed, not measured: the ion C4H8N2P with charge +1 at a distorted geometry, with wB97M-V/def2-TZVPD.

Its HOMO-LUMO gap (alpha / beta) is 7.32 / 7.32 eV. The HOMO energy (alpha / beta) is -13.10 / -13.11 eV. The energy relative to the best compared isomer or geometry (same formula, charge and spin) is 5.467 eV. As for the total charge: +1.

CARTESIAN COORDINATES (ANGSTROEM)
C  0.9107  -0.3671  -1.3299
C  1.0492  0.2671  0.0392
C  -1.2255  0.0205  1.0198
C  -2.3364  0.7947  0.4239
N  0.0640  0.4546  0.9031
N  -0.2070  -0.8727  -1.6008
P  2.8650  0.3196  0.3346
H  1.8748  -0.7198  -1.7621
H  -1.9939  1.5761  -0.3351
H  -2.8701  -0.0853  0.0609
H  -3.0466  1.1468  1.1343
H  0.4770  0.5737  1.8547
H  -0.2449  -1.3044  -2.5522
H  2.9570  1.3500  1.2801
H  3.2142  1.0033  -0.8517

Forces on atoms 1 to 6 (eV/Å):
C -0.135 -1.342 1.824
C 0.671 0.237 -0.980
C -1.590 0.388 0.331
C 2.561 -0.263 -1.457
N 2.604 -0.241 -0.426
N -0.847 0.533 -1.432



Entry 6:
Computed, not measured: a structure of composition C4H8N2S at a distorted geometry, with wB97M-V/def2-TZVPD.

Its HOMO-LUMO gap (alpha / beta) is 7.76 / 7.76 eV. The HOMO energy (alpha / beta) is -7.63 / -7.63 eV. The energy relative to the best compared isomer or geometry (same formula, charge and spin) is 5.203 eV.

CARTESIAN COORDINATES (ANGSTROEM)
C  -0.7103  0.8088  -1.7238
C  -0.6260  1.9761  -0.8443
C  0.3708  -1.3028  0.8871
C  0.2387  -1.8068  -0.5112
N  -0.4943  0.5168  -2.9441
N  -0.9964  -0.7439  -3.0461
S  -1.5151  -0.8793  -1.4505
H  -1.5994  2.4654  -0.7486
H  0.0753  2.6842  -1.2815
H  -0.2877  1.6967  0.1526
H  0.7752  -0.2939  0.9118
H  -0.5863  -1.3212  1.4057
H  1.0574  -1.9559  1.4289
H  -0.0657  -2.8415  -0.5992
H  1.0136  -1.5280  -1.2109

Forces on atoms 1 to 6 (eV/Å):
C -0.280 -0.713 1.130
C -0.145 0.283 0.020
C 0.095 0.000 0.046
C -2.205 1.131 -0.937
N -0.007 0.243 0.029
N -0.193 -1.166 -1.403



Entry 7:
Computed, not measured: an isolated molecule of C4H8N2S at a distorted geometry, with wB97M-V/def2-TZVPD.

Its HOMO-LUMO gap is 8.41 eV. As for the SMILES: CC1=NN(C)SC1. The HOMO energy is -7.52 eV. The energy relative to the best compared isomer or geometry (same formula, charge and spin) is 3.045 eV.

CARTESIAN COORDINATES (ANGSTROEM)
C  0.5027  -0.8514  1.8715
C  -0.0680  -0.1804  0.6382
N  0.5832  -0.1110  -0.4822
N  0.1413  0.8790  -1.3194
C  0.2775  0.6523  -2.7035
S  -1.3845  1.5656  -0.6422
C  -1.2528  0.6601  0.8789
H  0.3767  -0.1977  2.6900
H  1.5075  -1.0393  1.6695
H  -0.1340  -1.7498  2.1083
H  1.2169  1.1948  -3.1023
H  0.5091  -0.3320  -2.8770
H  -0.6166  0.9073  -3.1678
H  -2.2898  0.1013  1.1835
H  -1.0175  1.2727  1.7892

Forces on atoms 1 to 6 (eV/Å):
C -2.560 -1.184 -1.556
C 1.630 -0.753 -0.355
N -0.637 0.344 1.344
N -0.587 0.051 2.837
C 2.607 1.962 -0.316
S 0.013 0.371 -1.020



Entry 8:
Computed, not measured: a cluster of 2 separate species, C4H8N2S in total at a distorted geometry, with wB97M-V/def2-TZVPD.

Its HOMO-LUMO gap is 8.57 eV. As for the SMILES: C#[N+][S-].CC(C)=N. The HOMO energy is -8.85 eV. The energy relative to the best compared isomer or geometry (same formula, charge and spin) is 3.883 eV.

CARTESIAN COORDINATES (ANGSTROEM)
C  -3.5079  1.2801  0.4630
N  -3.2801  0.1789  0.1014
S  -2.5606  -1.1105  -0.3719
H  -4.4052  1.8259  0.4788
C  0.7037  0.2521  -1.0707
C  0.3402  -0.0107  0.3638
C  0.7493  -1.3729  0.8468
N  -0.2104  0.7105  1.2116
H  0.1961  -0.5939  -1.7534
H  1.7448  0.2230  -1.2091
H  0.3850  1.3110  -1.3288
H  1.7183  -1.4677  0.4113
H  0.2141  -2.2338  0.4241
H  0.8312  -1.4651  1.8740
H  -0.5967  1.6120  1.0572

Forces on atoms 1 to 6 (eV/Å):
C -0.307 -1.289 -0.300
N 0.901 1.471 0.348
S -0.074 -1.298 -0.374
H -0.669 0.998 0.266
C -2.967 0.234 -1.191
C 0.011 -1.197 -0.376



Entry 9:
Computed, not measured: an isolated molecule of C4H8N2S at a distorted geometry, with wB97M-V/def2-TZVPD.

Its HOMO-LUMO gap is 8.97 eV. As for the SMILES: C[C@@H]1CN1C(N)=S. The HOMO energy is -8.14 eV. The energy relative to the best compared isomer or geometry (same formula, charge and spin) is 1.569 eV.

CARTESIAN COORDINATES (ANGSTROEM)
C  1.1641  -1.5066  0.4498
C  0.9761  -0.4468  -0.6620
C  1.0477  1.0174  -0.2066
N  -0.1737  0.3845  -0.7066
C  -1.4465  0.1942  -0.2120
N  -2.1018  1.2806  0.2790
S  -2.2262  -1.2975  -0.3277
H  0.9075  -0.9874  1.4058
H  2.1958  -1.8943  0.5056
H  0.5088  -2.3667  0.3459
H  1.2665  -0.6897  -1.7216
H  1.1102  1.1239  0.9056
H  1.5171  1.8332  -0.7586
H  -3.0662  1.1443  0.5130
H  -1.6795  2.2109  0.1901

Forces on atoms 1 to 6 (eV/Å):
C -0.167 0.881 0.101
C 0.671 -0.473 -0.629
C -0.421 -0.617 0.827
N -0.802 0.696 0.669
C -0.168 -0.481 -0.091
N 1.440 0.241 -0.405



Entry 10:
Computed, not measured: an isolated molecule of C4H8N2S at a distorted geometry, with wB97M-V/def2-TZVPD.

Its HOMO-LUMO gap is 9.06 eV. As for the SMILES: [H]/N=C\N(C=S)CC. The HOMO energy is -8.77 eV. The energy relative to the best compared isomer or geometry (same formula, charge and spin) is 1.489 eV.

CARTESIAN COORDINATES (ANGSTROEM)
H  -2.3974  -0.1187  0.2841
N  -2.2351  -1.0616  0.0507
C  -1.0196  -1.3422  -0.1237
N  0.1718  -0.6505  0.1548
C  1.3074  -1.2321  -0.2098
S  2.7760  -0.6311  0.0838
C  0.1138  0.6688  0.6881
C  0.1415  1.7092  -0.4722
H  -0.8622  -2.3900  -0.2871
H  1.2265  -2.2569  -0.6649
H  -0.8447  0.6706  1.2666
H  0.9993  0.8746  1.3324
H  0.2726  2.6414  -0.0552
H  -0.7647  1.6055  -1.0486
H  1.1150  1.5130  -0.9988

Forces on atoms 1 to 6 (eV/Å):
H -0.332 1.580 0.452
N 0.248 -0.479 -0.662
C -0.364 -0.987 1.153
N -1.468 -0.639 -0.716
C 1.122 -1.578 -0.174
S 0.915 0.238 -0.127



no.,calculated total energy (Eh)
1,-1041.025028
2,-682.984633
3,-740.016619
4,-740.050162
5,-607.619901
6,-664.741565
7,-664.820874
8,-664.790084
9,-664.875130
10,-664.878055